Computed, not measured: a structure of composition C64H160As2F20N13O27S8 in a non-equilibrium geometry, with ωB97M-V/def2-TZVPD.

XYZ file:
```
294
Properties=species:S:1:pos:R:3:forces:R:3
C -32.04464 0.73140 5.32381 1.53 1.25 -0.93
C -31.48476 2.06262 5.91151 -0.01 -1.24 0.27
N -32.27486 3.31360 5.67514 0.04 0.69 -1.09
C -32.76403 3.30321 4.25559 -0.07 -0.49 0.64
C -33.48642 3.38783 6.59159 -0.09 -0.96 0.09
C -34.62185 4.36130 6.26519 -0.83 -0.56 1.00
C -31.38957 4.53978 5.92955 0.08 -0.01 -0.11
C -30.48646 5.01707 4.78838 -0.61 1.72 -0.33
O -29.53596 4.12781 4.30158 -0.31 -0.64 0.29
C -28.39753 3.97326 5.16464 -0.90 -0.19 1.60
H -33.08502 0.70163 5.53295 -0.89 -0.84 0.24
H -31.41385 -0.03199 5.77909 -0.56 -0.17 0.32
H -31.85078 0.60005 4.21627 -0.39 0.53 1.13
H -30.50221 2.17427 5.51783 0.68 0.60 -0.44
H -31.33615 1.96486 6.98656 -0.32 0.03 0.07
H -31.98167 3.02991 3.57070 0.53 0.26 -0.12
H -33.20400 4.25023 4.05358 -0.17 0.74 -0.36
H -33.52889 2.54798 4.16531 -0.29 -0.20 0.13
H -33.12141 3.66494 7.59369 0.21 -0.57 -0.41
H -33.90339 2.33998 6.58269 0.48 1.24 0.38
H -34.38898 5.34012 5.83199 0.22 -0.23 0.27
H -35.03147 4.47210 7.31195 -0.01 0.38 -1.29
H -35.43029 3.88283 5.67778 0.57 0.31 0.13
H -30.80839 4.35434 6.82570 0.00 -0.33 0.22
H -32.05813 5.36520 6.15680 -0.14 0.05 0.04
H -29.95792 5.93615 5.12724 -0.40 -0.42 0.40
H -31.15194 5.46160 3.98334 0.89 -1.09 0.34
H -27.99349 3.01923 4.97354 0.54 -1.17 -0.63
H -28.57862 3.90419 6.30535 -0.23 0.71 -1.73
H -27.67159 4.71282 4.90753 0.49 0.71 0.16
C -36.21160 4.14415 13.97605 0.88 -1.11 0.41
C -35.80043 3.44704 15.28845 -0.52 -1.93 -1.61
N -35.14569 2.01749 15.05395 0.11 0.07 1.63
C -36.01008 1.13113 14.15931 -0.32 2.57 0.96
C -33.75517 2.20917 14.52361 -0.26 1.47 -1.52
C -32.78684 2.85359 15.48111 0.97 -0.78 0.85
C -34.94938 1.33577 16.42101 -1.01 0.08 0.75
C -36.16180 0.59210 17.02658 -0.48 1.54 -0.58
O -37.25014 1.53999 17.28235 1.64 -0.38 -0.79
C -38.47544 0.91015 17.53137 -1.16 0.73 -0.87
H -36.99567 3.61759 13.46335 -0.62 -0.08 0.02
H -35.41242 4.19259 13.24044 0.32 0.02 0.12
H -36.48379 5.15303 14.18123 -0.45 0.71 0.25
H -36.59577 3.19895 15.95600 -0.98 0.02 0.06
H -35.14014 4.00152 15.88469 1.27 0.70 0.45
H -35.93387 1.55305 13.15737 -0.50 -0.10 0.04
H -37.00795 1.14861 14.65327 0.52 0.05 -0.91
H -35.62004 0.16402 14.16526 0.80 -1.58 0.16
H -33.88439 2.93907 13.68966 0.12 -0.93 0.17
H -33.36159 1.26477 14.15155 -0.27 -0.08 0.03
H -33.13654 3.78696 15.92771 -0.08 -0.18 0.01
H -31.86501 3.11526 14.93269 -0.34 -0.30 0.20
H -32.50200 2.11828 16.28004 0.03 0.92 -0.63
H -34.49568 2.04589 17.11153 -0.58 0.36 -0.08
H -34.18341 0.59594 16.35067 0.54 -0.75 -0.69
H -35.87250 0.11703 17.96585 0.19 -0.04 -0.09
H -36.44395 -0.18273 16.29616 -0.32 0.07 0.44
H -38.43480 0.43929 18.49879 -0.32 -0.49 0.38
H -38.68279 0.19376 16.70836 -0.13 0.08 0.61
H -39.29622 1.70104 17.51634 1.14 -0.99 0.11
C -35.87338 -2.19122 12.30060 1.10 1.47 1.09
C -35.44803 -2.71387 10.93553 -0.84 0.48 -0.23
N -34.07662 -3.31331 10.80245 -1.28 -2.20 2.14
C -33.02973 -2.41084 11.20596 -0.05 1.00 -0.76
C -33.94561 -4.56062 11.76341 -0.02 0.68 -0.56
C -35.00388 -5.62036 11.48238 -0.05 -1.44 0.17
C -34.00742 -3.68678 9.38567 -0.23 0.16 -0.38
C -32.76668 -4.33765 8.86222 0.66 -1.83 -0.40
O -32.97847 -5.73480 9.19567 0.17 1.00 0.74
C -32.12178 -6.73631 8.65396 -0.40 1.38 -0.87
H -35.26294 -1.24222 12.57540 -0.62 -1.78 -0.44
H -35.79998 -2.91141 13.13673 0.13 0.32 -0.51
H -36.89501 -1.78849 12.33218 0.10 -0.45 -0.61
H -35.48986 -1.90127 10.20455 0.16 0.06 0.33
H -36.10951 -3.46576 10.50611 -0.21 0.03 0.48
H -33.10256 -2.29615 12.26331 0.47 0.01 0.77
H -33.16033 -1.42827 10.74992 -0.06 -0.07 -0.20
H -32.15385 -2.88563 10.82716 1.11 0.06 0.42
H -34.00165 -4.14694 12.76397 -0.40 0.16 0.09
H -32.90095 -4.89098 11.71241 -0.36 -0.11 -0.56
H -35.54604 -5.87742 12.40454 0.06 0.38 -0.19
H -34.54794 -6.59835 11.18016 -0.25 1.06 -0.06
H -35.77673 -5.35570 10.72897 0.69 -0.16 0.50
H -34.28902 -2.71699 9.00052 0.26 -0.11 -1.43
H -34.77536 -4.45174 9.21565 -0.06 0.59 -0.11
H -31.78442 -3.97814 9.19143 -0.28 -0.02 0.35
H -32.73545 -4.28303 7.76904 -0.22 0.36 -0.08
H -32.63729 -7.62887 8.97778 0.52 -0.55 -0.05
H -31.06922 -6.64702 8.98327 -0.57 -0.19 -0.14
H -32.21178 -6.61573 7.55491 0.45 -0.48 0.30
C -25.66304 -8.20630 17.22949 1.43 1.49 -0.67
C -24.85939 -7.89267 15.93697 0.10 -1.52 0.15
N -25.64026 -7.35426 14.76249 0.39 -0.97 -1.96
C -24.65768 -7.03330 13.63489 -0.74 0.27 0.21
C -26.59760 -8.44820 14.26415 -1.61 1.18 -0.35
C -26.00448 -9.54312 13.45630 1.80 -1.59 1.03
C -26.25358 -6.02020 15.07735 -1.10 0.21 1.52
C -27.77127 -5.98168 15.50791 2.74 0.24 -0.58
O -27.91763 -6.29945 16.85860 1.75 -0.71 -0.25
C -29.22958 -6.29136 17.20280 -3.17 0.79 1.39
H -26.10150 -7.31218 17.63917 -0.19 0.24 0.13
H -24.85463 -8.49242 17.89354 -0.19 -0.47 0.40
H -26.43570 -8.94220 17.15196 -0.14 -0.61 -0.18
H -24.36344 -8.88401 15.67280 -0.58 1.45 -0.31
H -24.06762 -7.14964 16.05920 -0.06 -0.22 0.44
H -24.13591 -7.90306 13.30662 -0.01 -0.71 -0.32
H -23.91015 -6.39936 14.03361 0.56 0.66 0.64
H -25.18643 -6.46271 12.85979 0.12 -0.71 0.11
H -27.47749 -8.06039 13.66368 1.32 0.40 0.63
H -27.06663 -8.82769 15.14253 -0.23 -0.32 0.76
H -25.66244 -9.21639 12.50357 -0.04 0.09 -0.90
H -26.69903 -10.36150 13.38815 -0.84 0.03 -0.49
H -25.15878 -10.12584 13.91824 -0.36 1.03 -0.07
H -25.95830 -5.29001 14.29220 -0.74 -0.71 0.47
H -25.76190 -5.70783 16.00605 0.19 0.13 -0.24
H -28.44807 -6.47398 14.86301 -0.52 -0.83 -0.55
H -27.94489 -4.94888 15.39650 -0.71 1.66 -0.23
H -29.71993 -5.33529 16.82184 0.29 -0.97 0.56
H -29.32886 -6.31668 18.33667 0.20 0.04 -1.43
H -29.83517 -7.14194 16.79146 0.60 0.48 0.15
C -25.95480 -2.04381 17.13776 -1.50 1.10 0.51
C -25.86474 -0.55592 16.86050 -1.36 0.88 -0.07
N -24.51869 -0.02989 16.51846 1.53 0.85 1.19
C -23.47228 -0.44661 17.56854 -1.04 -1.71 -1.60
C -24.10505 -0.50715 15.14409 0.00 0.92 0.01
C -22.61541 -0.43787 14.90611 0.31 -0.77 -0.42
C -24.66391 1.50498 16.47872 -1.64 0.06 -0.03
C -24.56787 2.35076 17.75468 -0.65 -2.16 0.56
O -23.23603 2.70265 17.85763 0.50 -0.63 -0.61
C -22.97332 3.51797 18.94506 -0.27 0.09 0.82
H -26.99063 -2.22830 17.49512 0.59 0.16 -0.01
H -25.27669 -2.35220 17.90902 0.39 -0.48 0.15
H -25.90875 -2.57050 16.22107 0.61 -0.94 -0.74
H -26.23280 0.05964 17.75197 0.34 -0.80 -1.39
H -26.45113 -0.28274 15.92579 0.22 -0.32 1.54
H -24.02289 -0.38752 18.48208 0.19 -0.08 0.84
H -22.61576 0.17984 17.52931 0.45 0.75 0.00
H -23.13964 -1.50082 17.31720 -0.61 1.17 0.56
H -24.59362 0.25126 14.45946 0.08 -1.51 0.45
H -24.41174 -1.55502 15.09630 -0.37 0.33 -0.52
H -22.27181 0.57663 15.00106 0.49 0.43 0.66
H -22.50633 -0.57904 13.82319 0.19 -0.58 0.24
H -22.01568 -1.21172 15.48013 -0.66 1.12 -0.90
H -25.70677 1.70294 16.10974 1.08 -0.30 -0.17
H -23.88499 1.85236 15.82713 0.19 0.25 -0.47
H -24.94120 1.72273 18.66950 0.55 1.19 -1.19
H -25.22120 3.22879 17.64660 0.01 -0.23 0.03
H -21.89518 3.76159 18.86257 -0.67 -0.24 0.80
H -23.37238 2.98581 19.86923 1.13 0.79 -0.57
H -23.56078 4.43138 18.82846 0.07 0.33 0.23
C -30.05086 5.88196 12.99026 -1.26 -1.16 -1.63
C -29.63977 6.51230 14.26395 -1.00 -0.31 1.00
N -28.18785 6.66154 14.45478 1.31 1.56 -1.99
C -27.64745 7.60426 13.36730 -0.49 -0.05 -0.05
C -27.93442 7.29897 15.81324 0.39 -0.63 -0.63
C -28.39563 6.35881 16.91000 -1.04 0.11 0.60
C -27.46825 5.29665 14.23056 0.08 1.37 2.55
C -26.04694 5.32330 14.80370 -0.30 -2.22 -0.06
O -25.19821 6.15295 14.10456 1.66 -0.17 -1.33
C -24.51362 5.41716 13.00936 0.71 1.17 1.88
H -31.17542 5.83258 12.87629 1.12 -0.29 0.68
H -29.59422 4.88184 12.84524 -0.64 0.37 0.24
H -29.81336 6.39499 12.07299 0.48 0.63 -0.04
H -29.88269 5.84346 15.07712 -0.54 -0.29 0.19
H -30.19862 7.44207 14.47356 0.74 -0.02 -0.21
H -26.56760 7.62366 13.36076 0.06 0.04 0.44
H -28.08038 8.60343 13.43961 0.00 -0.12 0.48
H -27.95910 7.22056 12.40909 -0.08 -0.33 -0.24
H -28.38303 8.31354 15.77743 0.19 -0.74 0.14
H -26.84432 7.37370 15.83815 -0.22 0.45 0.17
H -27.88368 6.56924 17.84197 0.39 -0.02 0.04
H -28.23378 5.31790 16.62525 0.20 0.03 0.26
H -29.46521 6.42591 17.19475 0.45 0.19 -0.50
H -27.43474 5.04255 13.20950 -0.20 0.17 -1.35
H -28.08509 4.59921 14.76601 -0.10 -0.65 0.20
H -25.68782 4.25931 14.64709 -0.49 0.78 0.59
H -25.98183 5.53421 15.88482 -0.19 -0.07 -0.45
H -23.89941 4.57324 13.46264 -1.02 0.83 -0.79
H -23.85079 6.14270 12.54604 0.28 0.03 0.23
H -25.22087 5.19869 12.24528 -0.69 -0.98 -0.46
C -27.26085 1.01415 13.07137 1.00 0.51 1.79
C -28.08610 0.15706 12.19379 -0.40 -1.36 0.04
N -29.39399 -0.34006 12.74737 -1.01 0.82 -0.60
C -30.04070 -1.24989 11.66086 0.07 -0.51 2.43
C -29.26565 -1.13852 14.01344 -0.99 -0.60 -0.76
C -28.13284 -2.08535 14.04439 0.16 -2.42 1.64
C -30.34658 0.80051 13.20641 0.40 0.30 0.91
C -31.05988 1.48381 12.09745 -0.01 1.35 0.11
O -30.19320 2.27299 11.30974 0.21 0.34 -0.13
C -30.87551 2.76608 10.11674 1.64 1.58 1.39
H -27.26662 0.71233 14.18152 -0.38 0.83 -1.54
H -27.49613 2.08023 12.85090 0.00 -0.62 0.81
H -26.21439 0.89460 12.77471 -0.03 0.00 -0.17
H -27.60092 -0.75388 11.84181 0.24 0.03 0.20
H -28.29119 0.71848 11.33083 -0.64 0.58 -1.15
H -30.96088 -1.56141 12.16433 -0.18 0.37 -0.48
H -29.47894 -2.20355 11.66571 0.15 0.80 -0.55
H -30.19181 -0.78312 10.69248 0.35 0.03 0.25
H -30.21214 -1.69163 14.03921 0.28 0.15 0.33
H -29.25994 -0.46159 14.84793 0.16 0.38 0.20
H -28.05132 -2.39346 15.13804 -0.03 0.27 -1.23
H -27.19320 -1.65867 13.78099 0.81 0.32 -0.26
H -28.27823 -3.05631 13.49704 0.06 1.03 0.18
H -29.74513 1.56762 13.77357 -0.40 -1.06 -0.38
H -31.09859 0.33869 13.91946 1.02 0.45 -0.94
H -31.92084 2.07235 12.50314 0.64 -0.13 -0.12
H -31.49806 0.75544 11.49090 -1.05 -1.23 -1.20
H -30.15862 3.38928 9.49296 -0.83 -1.09 0.93
H -31.69109 3.39954 10.46331 -0.14 0.01 -0.34
H -31.22217 1.91098 9.62570 -0.76 -1.17 -1.27
C -26.75810 -4.88478 6.33129 -1.06 0.54 -0.17
C -26.35163 -4.33118 7.69970 -0.37 -0.56 0.02
N -24.88846 -3.95424 7.87221 -1.02 -0.51 0.13
C -24.67287 -2.81332 6.94135 -0.36 0.78 0.68
C -24.64659 -3.55578 9.35843 -0.14 2.10 -2.02
C -25.18179 -2.14700 9.65297 -1.92 -1.20 2.66
C -23.96486 -5.06765 7.48517 -0.83 0.14 0.65
C -24.17001 -6.43092 8.20918 -0.67 -0.07 -0.60
O -23.06849 -7.18606 7.73714 0.83 -0.77 1.30
C -22.68721 -8.25718 8.64634 -1.31 0.92 0.10
H -27.08538 -4.07193 5.65555 0.51 -0.35 0.17
H -27.67611 -5.53698 6.38039 1.22 0.57 0.37
H -25.94224 -5.44091 5.91714 0.21 -0.44 -0.57
H -26.60320 -5.07225 8.44323 0.34 0.04 0.12
H -26.86655 -3.40393 7.90376 -0.22 -0.19 0.16
H -24.59448 -3.16604 5.92559 0.35 -0.24 -0.19
H -23.80695 -2.22148 7.27494 -0.28 -0.28 -0.38
H -25.60006 -2.22239 6.98227 0.60 0.24 0.07
H -23.58253 -3.49658 9.47530 0.47 -0.65 0.07
H -25.13162 -4.29033 9.96242 0.03 -0.44 0.31
H -26.30011 -2.18335 9.53773 0.97 0.47 0.08
H -24.77682 -1.27851 9.19548 0.49 0.32 -0.94
H -24.99349 -1.96867 10.77199 -0.30 -0.43 -1.38
H -23.02294 -4.56945 7.62689 0.93 -0.69 0.23
H -24.11963 -5.18588 6.42557 0.23 -0.34 -0.29
H -25.09519 -6.95765 7.83907 0.49 0.81 0.29
H -24.30948 -6.37365 9.32138 0.70 0.12 -0.90
H -23.38375 -9.08061 8.59812 -0.32 -0.44 -0.48
H -22.77929 -7.92577 9.67714 0.32 0.40 0.20
H -21.69547 -8.61489 8.47223 0.58 0.12 -0.48
As -32.71458 -2.36249 15.73356 -0.52 1.07 -1.34
F -33.07040 -1.50441 17.14062 -0.77 0.47 1.00
F -33.08516 -3.88245 16.40742 0.29 -0.10 0.49
F -32.25081 -3.10759 14.28460 0.43 -0.82 -1.36
F -32.53102 -0.79966 14.86968 0.09 0.08 0.24
F -31.03546 -2.25934 16.15640 -0.05 -0.48 0.30
F -34.37639 -2.26299 15.08738 0.29 -0.07 0.67
As -34.81419 1.54555 9.86086 -1.45 2.30 -0.63
F -34.00992 3.07165 10.34207 -0.37 -1.20 -0.31
F -33.98649 0.72997 11.12255 0.76 -0.39 0.28
F -35.51358 0.02416 9.38159 -0.37 0.16 0.08
F -35.80075 2.51003 8.74395 0.74 -0.79 0.03
F -33.66508 1.25083 8.61227 0.70 0.08 0.27
F -36.10282 1.85640 10.98254 -0.05 -0.23 0.47
N -28.83028 -6.70054 10.93951 -2.84 -0.52 0.23
S -29.92726 -6.15738 11.96995 -0.10 -0.84 1.01
O -30.21496 -4.75501 11.84226 -0.28 -0.66 -0.16
O -29.75905 -6.67509 13.31976 -0.53 0.31 -1.86
F -31.17394 -6.96952 11.34724 0.87 0.79 0.77
S -27.52178 -5.94409 10.90677 -0.01 0.54 -0.48
O -26.62936 -6.60446 10.04398 1.37 -0.52 -0.92
O -27.09503 -5.60536 12.21625 0.74 1.33 0.80
F -27.86039 -4.58370 10.10531 0.39 -0.58 1.24
N -28.89264 5.14721 8.68973 2.52 -0.75 1.55
S -29.82793 6.34126 9.13089 -0.79 -1.41 -0.76
O -29.20334 7.34562 9.90847 -0.09 0.67 0.26
O -31.14529 5.86137 9.40148 -0.07 0.19 0.93
F -30.04155 6.85859 7.68451 0.10 1.41 -1.07
S -27.57077 4.89233 9.60095 0.37 -0.07 0.00
O -26.92156 3.65841 9.30871 -0.53 0.07 -0.76
O -27.72921 5.14335 11.01668 -0.11 0.59 -0.69
F -26.47751 5.99775 9.08191 -1.26 -0.61 0.48
N -21.53579 -4.94322 13.06373 -1.31 0.44 0.02
S -21.42260 -5.02737 14.64318 -1.35 -0.93 0.64
O -21.87284 -6.30537 15.19941 0.06 1.93 -0.70
O -21.75568 -3.79135 15.29659 -0.19 -0.48 0.21
F -19.91294 -5.14670 14.74609 1.67 -0.01 0.01
S -22.82576 -4.24898 12.44015 0.80 -0.87 0.01
O -23.94214 -3.94521 13.27399 -0.14 0.26 0.90
O -23.14398 -4.91347 11.22572 0.27 -0.24 -0.55
F -22.29747 -2.82064 12.00376 0.16 0.03 -0.04
N -28.27734 -1.78802 7.67824 -0.67 0.11 -0.80
S -28.20038 -0.22372 7.72937 -2.21 -0.42 0.31
O -29.19076 0.49123 6.96917 0.32 -0.52 0.24
O -26.85936 0.17253 7.65941 1.54 0.35 -0.11
F -28.64631 0.08641 9.25158 0.12 -0.03 -0.42
S -29.47606 -2.80797 7.92007 1.82 0.29 -1.99
O -29.66377 -2.98436 9.28751 -0.83 -0.46 2.70
O -29.29493 -3.95058 7.07461 -0.49 0.72 0.37
F -30.81979 -2.14182 7.47475 -0.30 0.57 -0.68
N -28.47321 2.26759 16.17493 0.20 -0.30 -0.54
O -28.47999 1.04211 16.21807 -0.36 -1.37 0.21
O -29.44411 2.88476 15.73307 -0.67 0.78 -0.16
O -27.43947 2.85696 16.51145 0.85 1.21 0.44
```
Positions in Å, forces in eV/Å.

Summary:
Gap between HOMO and LUMO   0.35475 hartree
Charge   +1
LUMO   -0.0426 Eh
Strongest force on any atom   3.55 eV Å⁻¹